i.
Here is a 2-piece molecular cluster, C9H16NO overall from the Open Molecules 2025 dataset. Energies are from ωB97M-V/def2-TZVPD.

Bonds (Å) are listed after each position.
Element x y z (Å)
1 O 3.0967 0.1673 -0.2718  C8 1.372, H14 0.959
2 N -0.6065 2.4052 -0.5076  C3 1.501, H20 1.035, H22 1.016, H27 1.026
3 C -1.2119 2.1191 -1.8513  N2 1.501, C6 1.515, H17 1.085, H25 1.088
4 C 0.2756 -2.0965 0.3061  C5 1.421, C7 1.400, H19 1.082
5 C 1.4907 -1.6438 -0.2748  C4 1.421, C8 1.415, H12 1.080
6 C -2.5196 1.3555 -1.7996  C3 1.515, H13 1.091, H21 1.090, H26 1.091
7 C -0.6048 -1.3196 1.0678  C4 1.400, C10 1.399, C11 1.504
8 C 1.9281 -0.3819 0.1931  O1 1.372, C5 1.415, C9 1.371
9 C 1.2321 0.2686 1.1789  C8 1.371, C10 1.456, H15 1.087
10 C -0.1138 -0.1135 1.5803  C7 1.399, C9 1.456, H23 1.085
11 C -2.0270 -1.8071 1.1074  C7 1.504, H16 1.094, H18 1.096, H24 1.093
12 H 2.0681 -2.3054 -0.9040  C5 1.080
13 H -3.3431 2.0697 -1.7634  C6 1.091
14 H 3.3786 -0.1920 -1.1155  O1 0.959
15 H 1.7524 1.0544 1.7211  C9 1.087
16 H -2.6112 -1.8469 2.0310  C11 1.094
17 H -0.4351 1.6821 -2.4695  C3 1.085
18 H -2.6572 -1.2816 0.3803  C11 1.096
19 H -0.0438 -3.1297 0.2690  C4 1.082
20 H -0.6885 1.6379 0.1816  N2 1.035
21 H -2.7558 0.6442 -1.0083  C6 1.090
22 H -0.9597 3.2868 -0.1461  N2 1.016
23 H -0.6305 0.6018 2.2120  C10 1.085
24 H -1.9978 -2.8371 0.7442  C11 1.093
25 H -1.4850 3.0878 -2.2659  C3 1.088
26 H -2.6747 0.8009 -2.7260  C6 1.091
27 H 0.4081 2.5017 -0.6219  N2 1.026

Calculated values
LUMO level (alpha / beta) in eV: 0.73 / 0.54
2S+1: 2

---

ii.
Here is a 2-piece molecular cluster, C9H16NO overall from the Open Molecules 2025 dataset. Energies are from ωB97M-V/def2-TZVPD.

Bonds (Å) are listed after each position.
Element x y z (Å)
1 O -1.9350 -1.8015 1.1513  C8 1.415, H22 0.968
2 N 1.1859 -1.4682 1.9622  C3 1.488, H23 1.041, H25 1.065, H27 1.047
3 C 2.2841 -0.6387 1.3972  N2 1.488, C5 1.542, H20 1.079, H24 1.092
4 C -0.6466 0.1047 -1.6038  C10 1.395, C11 1.384, H21 1.082
5 C 2.4245 -0.6521 -0.1386  C3 1.542, H15 1.097, H16 1.092, H19 1.086
6 C -0.5152 2.5598 -2.0313  C10 1.515, H13 1.083, H17 1.095, H26 1.092
7 C -2.2942 0.4966 0.5755  C8 1.388, C9 1.389, H12 1.081
8 C -1.9917 -0.7927 0.1609  O1 1.415, C7 1.388, C11 1.392
9 C -1.8535 1.5995 -0.1454  C7 1.389, C10 1.392, H14 1.077
10 C -0.9029 1.3959 -1.1420  C4 1.395, C6 1.515, C9 1.392
11 C -1.2080 -0.9911 -0.9721  C4 1.384, C8 1.392, H18 1.083
12 H -2.9552 0.6759 1.4119  C7 1.081
13 H -1.2859 3.3182 -2.0874  C6 1.083
14 H -2.2173 2.5719 0.1392  C9 1.077
15 H 3.1616 0.1539 -0.2409  C5 1.097
16 H 1.5258 -0.2208 -0.5844  C5 1.092
17 H -0.3713 2.2712 -3.0779  C6 1.095
18 H -1.0042 -2.0101 -1.2758  C11 1.083
19 H 2.5346 -1.6791 -0.4754  C5 1.086
20 H 3.2514 -0.8831 1.8071  C3 1.079
21 H 0.1876 0.0026 -2.2856  C4 1.082
22 H -2.7341 -2.3449 1.0984  O1 0.968
23 H 0.2488 -1.0167 1.9239  N2 1.041
24 H 2.1039 0.3851 1.7323  C3 1.092
25 H 1.4339 -1.6188 2.9864  N2 1.065
26 H 0.4585 2.9799 -1.7709  C6 1.092
27 H 1.1144 -2.3972 1.4851  N2 1.047

Calculated values
LUMO level (alpha / beta) in eV: -0.32 / -0.45
2S+1: 2

---

Most stable to least stable, the ends of the list are i and ii.